136
Properties=species:S:1:pos:R:3:forces:R:3:lowdin_charge:R:1 method="wB97M-V/def2-TZVPD" e_above_lowest_kj_mol=622.6 total_charge=-1 e_homo_ev=-5.469
Cd -3.400393 -0.036714 -0.278044 0.04 -0.05 -0.07 0.51
C -8.762319 -1.161028 -4.027456 4.56 2.56 4.30 0.12
C -7.454110 -1.255443 -3.271067 0.10 1.01 1.67 -0.23
C -6.527565 -2.483262 -3.679920 3.14 0.50 1.86 -0.27
O -5.408451 -2.461262 -3.121843 -2.07 -0.43 -1.28 0.06
C -6.928575 -3.556279 -4.592080 2.75 2.59 3.09 0.13
C -8.137002 -3.392280 -5.127865 -4.25 -1.54 -4.00 -0.33
C -9.094678 -2.167892 -4.821495 -4.87 -2.78 -5.09 -0.30
O -10.248658 -2.069053 -5.449426 3.83 -1.08 1.76 0.03
O -8.396149 -4.240558 -6.041157 -0.86 1.91 1.38 0.08
O -7.042560 -0.486154 -2.352034 -1.71 -2.50 -3.46 0.04
H -9.270827 -0.225665 -3.846010 -0.59 -0.21 -0.40 0.14
H -6.289224 -4.378473 -4.877780 0.04 0.01 0.25 0.15
C 1.887886 1.930334 1.421400 -1.36 -2.36 0.96 -0.65
F 1.417662 2.152029 0.213171 0.85 0.24 -0.82 0.13
F 3.197556 2.144985 1.563910 -0.81 0.15 -0.38 0.14
F 1.178877 2.725000 2.212886 0.46 0.71 0.72 0.11
S 1.343620 0.060564 2.001524 -0.59 1.51 1.27 0.66
O 2.576005 -0.593011 2.387670 -0.49 -0.16 -0.91 -0.33
O 0.471726 0.272352 3.166301 0.12 -0.12 -2.31 -0.35
N 0.482897 -0.475562 0.591839 2.18 0.91 2.44 -0.33
S 1.642477 -0.957024 -0.393753 1.03 -0.53 -2.90 0.58
O 1.057282 -1.207583 -1.727366 0.74 0.39 2.07 -0.35
O 2.940302 -0.237350 -0.346285 -2.43 -1.08 -0.11 -0.34
C 2.039388 -2.715926 0.282957 1.30 1.44 -1.40 -0.71
F 1.226954 -2.978384 1.251056 -0.99 -0.91 1.15 0.15
F 1.989457 -3.670971 -0.649390 -0.65 -0.10 -0.30 0.12
F 3.291571 -2.728058 0.715154 0.54 -0.07 0.50 0.12
C 9.815524 -4.073140 -3.981379 -0.19 0.11 0.41 -0.10
C 9.023668 -4.126395 -2.660284 0.90 -1.93 -1.12 -0.29
O 9.967340 -4.385852 -1.601706 -0.94 1.15 0.47 -0.09
H 10.566595 -3.283269 -3.990782 -0.40 0.38 -0.20 0.07
H 9.136592 -4.081462 -4.834067 0.13 0.46 -0.13 0.07
H 10.416472 -4.977149 -4.079903 -0.14 -0.31 0.16 0.06
H 8.351146 -4.973821 -2.793264 -0.04 -0.48 0.28 0.10
H 8.281563 -3.346969 -2.487385 0.98 0.68 0.51 0.11
H 10.422113 -5.222549 -1.723093 -0.30 -0.04 -0.38 0.07
C -0.790635 -5.248828 8.345939 0.36 -1.46 0.11 -0.11
C -0.397536 -4.362232 7.192859 -0.35 0.01 -0.08 -0.30
O -1.504763 -4.337867 6.259096 0.86 0.39 0.60 -0.08
H -0.779075 -6.286703 8.013113 -0.12 -0.29 -0.44 0.06
H -1.816749 -5.129061 8.693532 0.20 0.65 0.22 0.08
H -0.058352 -5.330197 9.149198 -0.11 0.69 0.27 0.07
H 0.492795 -4.734375 6.685961 0.09 -0.21 -0.01 0.11
H -0.105337 -3.373301 7.546062 -0.66 0.28 -0.33 0.11
H -1.671638 -5.275161 6.135652 -0.31 -0.06 -0.35 0.07
C -5.288231 -1.432785 9.954505 2.39 -0.44 1.35 -0.10
C -4.547594 -0.174600 9.512324 -3.43 0.77 -1.71 -0.32
O -4.541238 0.895096 10.463992 0.86 -0.71 0.37 -0.08
H -4.521237 -1.740703 10.665149 -0.85 -0.99 1.04 0.07
H -5.279858 -2.232205 9.213591 -0.20 0.35 -0.33 0.07
H -6.278604 -1.273532 10.380986 0.26 0.09 0.01 0.08
H -5.297853 0.124973 8.780557 0.80 0.75 -1.12 0.09
H -3.597585 -0.396299 9.026098 0.09 0.33 0.49 0.12
H -5.311126 1.449523 10.317442 0.08 -0.16 -0.10 0.08
C 9.304244 1.594396 3.765617 -1.04 0.31 0.92 -0.09
C 8.994745 0.117112 3.442419 -0.23 1.09 -0.97 -0.32
O 10.200941 -0.397951 2.951976 0.72 -0.73 -0.51 -0.09
H 9.645273 2.263382 2.975514 0.31 -0.96 -0.77 0.07
H 10.030602 1.745415 4.564176 -0.08 -0.36 0.18 0.06
H 8.395270 2.136392 4.026576 -0.27 -0.27 0.59 0.06
H 8.200093 0.070810 2.697783 0.08 0.39 -0.62 0.11
H 8.555143 -0.578689 4.157055 0.37 0.65 1.18 0.11
H 10.001936 -1.106563 2.335635 0.13 -0.12 -0.01 0.08
C -1.665182 -3.619384 -8.632981 -0.12 0.39 -0.44 -0.08
C -3.104197 -3.558945 -9.222796 1.94 -1.84 -0.48 -0.35
O -3.834909 -2.527383 -8.663169 -0.53 0.37 0.06 -0.05
H -1.101409 -2.714680 -8.860517 -0.33 0.37 0.13 0.07
H -1.002124 -4.382471 -9.040615 -0.46 -0.50 -0.05 0.06
H -1.700541 -3.724626 -7.548653 0.00 -0.06 0.03 0.07
H -3.575763 -4.532966 -9.092411 -0.27 -0.21 0.62 0.10
H -3.070055 -3.563583 -10.312246 0.02 1.05 -0.11 0.11
H -4.004607 -2.843762 -7.772827 -0.25 0.44 0.25 0.08
C -2.417477 9.855768 -0.734076 0.47 -0.82 1.12 -0.10
C -1.680759 8.640719 -1.343706 -1.87 1.91 -0.74 -0.30
O -2.601076 7.575062 -1.563193 1.00 -0.80 0.49 -0.08
H -2.589243 9.650610 0.322565 0.01 0.16 0.19 0.07
H -3.417032 10.011096 -1.140106 0.21 0.14 -0.49 0.07
H -1.779761 10.736405 -0.810967 -0.26 0.16 -0.07 0.07
H -0.822689 8.380077 -0.724120 -0.34 -0.59 -0.12 0.12
H -1.341877 9.068437 -2.287264 0.52 -0.64 -0.40 0.10
H -3.444836 7.865470 -1.917215 0.23 0.47 0.01 0.07
C -0.532928 2.748728 -5.304876 0.65 -1.07 0.27 -0.10
C -1.901193 2.241655 -4.899450 -0.53 1.47 0.15 -0.32
O -2.222128 2.539470 -3.531158 0.15 -0.62 -0.31 -0.11
H -0.411515 3.830200 -5.243415 -0.33 0.03 -0.20 0.07
H -0.318037 2.366699 -6.302862 0.03 0.37 -0.25 0.07
H 0.246430 2.325382 -4.671246 -0.03 -0.09 0.18 0.08
H -2.095757 1.190482 -5.112225 0.38 -0.01 0.40 0.11
H -2.603854 2.808928 -5.509826 -0.38 -0.16 -0.31 0.10
H -2.241773 3.496101 -3.453202 0.03 0.06 0.11 0.07
C -7.701065 -2.425824 2.941240 -0.07 -1.01 0.51 -0.09
C -6.524908 -3.301300 2.662198 1.28 -0.47 -1.08 -0.33
O -5.358560 -2.473986 2.426596 -0.44 -0.39 0.44 -0.13
H -8.606425 -3.011011 3.102394 -0.09 -0.13 -0.07 0.07
H -7.860152 -1.785919 2.073309 0.10 0.53 0.57 0.08
H -7.424524 -2.022763 3.915506 -0.54 1.13 -0.30 0.08
H -6.633282 -3.928128 1.777088 -0.20 0.03 -0.12 0.11
H -6.221794 -3.968694 3.468933 -0.64 -0.18 0.25 0.11
H -4.929371 -2.539601 3.282802 0.64 0.53 -0.22 0.07
C -5.113717 5.304871 3.511954 -0.11 -0.10 -1.62 -0.07
C -5.374068 4.132865 2.481065 1.51 -0.58 1.60 -0.27
O -4.250631 3.239109 2.595256 -0.15 -0.32 -0.10 -0.14
H -5.708024 5.288270 4.425536 -0.32 -0.07 -0.31 0.06
H -5.226223 6.234548 2.954154 -0.28 0.31 0.44 0.06
H -4.068952 5.287010 3.822179 0.05 -0.18 -0.17 0.07
H -5.334318 4.320824 1.408123 -0.46 0.86 0.26 0.11
H -6.270370 3.569187 2.739914 -0.32 0.22 -0.17 0.09
H -4.126845 3.047991 3.527863 0.10 -0.16 0.04 0.07
C 7.736927 8.063584 1.372894 -0.15 0.50 1.84 -0.06
C 7.229386 8.677007 2.791085 -0.54 -1.29 -1.25 -0.27
O 6.284783 9.749247 2.614230 0.87 -0.12 -0.33 -0.10
H 8.765933 8.353454 1.160239 -0.19 0.48 -0.16 0.05
H 7.067454 8.288278 0.542581 0.03 0.33 0.23 0.06
H 7.801251 6.976758 1.425525 -0.28 -0.05 0.31 0.06
H 8.036732 8.918964 3.482276 0.40 0.49 -0.45 0.09
H 6.691350 7.900278 3.334507 -0.06 -0.42 -0.21 0.09
H 6.051923 10.051546 3.495131 -0.09 0.08 0.02 0.07
C 7.005243 3.040904 -4.413030 0.35 -0.12 0.00 -0.09
C 6.410227 3.673240 -5.637819 -0.38 0.92 -0.79 -0.33
O 7.245035 3.629210 -6.821700 -0.32 -0.15 0.83 -0.09
H 7.349853 2.030860 -4.634756 -0.62 -0.28 0.20 0.08
H 6.229555 3.125894 -3.651993 0.02 -0.65 0.13 0.08
H 7.890559 3.485239 -3.958200 0.01 0.69 -0.47 0.07
H 6.081422 4.695448 -5.450516 0.69 0.57 0.26 0.10
H 5.419617 3.275720 -5.858637 0.12 -0.99 -0.06 0.11
H 6.642378 3.646424 -7.568772 0.11 0.01 -0.10 0.07
C -0.581332 -9.462779 -0.926437 1.11 -0.51 1.88 -0.11
C -1.628603 -8.909278 -1.788030 -0.03 1.11 -1.22 -0.34
O -2.556481 -8.105787 -1.044983 -0.18 -1.03 0.05 -0.07
H 0.336960 -9.740173 -1.444051 0.02 0.51 -0.30 0.08
H -0.787107 -10.377311 -0.370225 -0.76 -0.06 -0.05 0.07
H -0.393930 -8.712559 -0.158228 0.53 0.04 -0.03 0.08
H -2.014459 -9.713269 -2.414795 -0.90 0.10 0.02 0.11
H -1.151488 -8.191555 -2.455349 0.26 -0.18 -0.39 0.11
H -2.993457 -7.523055 -1.670338 -0.06 0.02 0.04 0.08